Below is the ion C4H7N3 with charge +2 in a non-equilibrium geometry, with properties calculated with ωB97M-V/def2-TZVPD.

```
14
Properties=species:S:1:pos:R:3:forces:R:3:mulliken_charge:R:1
C 1.91844 1.65671 -0.11116 1.8 1.5 -0.6 0.16
N 2.37091 0.60848 0.00223 -1.8 3.2 -0.2 -0.01
C 2.50005 -0.69373 0.05600 -2.4 -2.8 -0.1 -0.41
C 1.38535 -1.46432 -0.05471 0.5 3.2 0.4 -0.03
N 0.16150 -0.88193 -0.26281 -0.7 0.7 0.1 -0.38
C -0.54202 -0.09198 0.38467 -1.3 -1.9 -1.8 -0.08
N -1.95960 0.08508 -0.19964 2.4 2.4 3.0 -0.23
H 1.86480 2.73830 -0.40039 -0.4 -1.1 0.5 0.44
H 3.44943 -1.02055 0.14959 2.9 -1.5 0.2 0.52
H 1.28122 -2.49011 -0.11368 0.7 -2.2 0.1 0.48
H -0.61992 0.30278 1.34997 1.1 0.7 1.7 0.48
H -1.97817 1.06963 -0.52111 -1.1 -0.6 0.1 0.37
H -2.50390 -0.13426 0.65094 -0.9 0.4 -0.9 0.41
H -2.00554 -0.57005 -0.90407 -0.9 -1.9 -2.4 0.28
```
Forces are in eV/Å.

The max |F| comes out at 4.54 eV Å⁻¹. The value obtained for the electronic energy is -320.08563 hartree. The value obtained for the HOMO energy is -18.7965 eV. As for the total charge: +2. Its structure (SMILES) is C#[N+]/C=C\N=C\[NH3+]. Its spin multiplicity is 1. Its energy relative to the best compared isomer or geometry (same formula, charge and spin) is 18.51 kcal per mole.